(1)
62
Properties=species:S:1:pos:R:3:forces:R:3 method="wB97M-V/def2-TZVPD" e_homo_ev=-7.552 total_charge=0 relative_energy_ev=26.9258
C 4.523353 -0.495463 -4.263734 -0.17 7.70 5.31
C 3.115455 -0.100315 -3.599143 9.40 1.53 2.93
C 3.383058 1.015689 -2.549759 3.37 1.47 -8.64
H 4.105569 0.693255 -1.893097 0.91 -0.57 2.34
C 2.109625 1.520823 -2.299581 5.37 4.21 8.60
N 1.474778 0.705274 -1.453443 -3.18 -3.22 1.48
C 1.839055 0.496873 -0.193448 -6.93 -8.83 3.81
C 1.039181 -0.757515 0.590261 3.83 6.27 -0.33
C -0.059210 -1.355301 -0.007496 3.14 0.31 7.78
O -0.873352 -2.074363 0.517125 -1.73 -2.75 1.74
N -0.259445 -0.888132 -1.138121 -3.72 2.73 -13.05
C 0.454950 -0.062088 -1.985388 -3.71 2.41 -4.98
O -0.010892 0.316878 -3.345123 2.99 -2.20 7.58
C -1.472846 -1.478207 -1.907173 0.53 -1.30 -4.44
H -1.524264 -2.664342 -1.739950 -0.03 3.03 0.03
H -1.226461 -1.283809 -3.102376 -0.25 -0.68 3.29
C -2.913086 -0.754085 -1.809918 8.44 -7.67 13.10
O -3.493875 -0.230516 -2.572963 -6.18 5.10 -7.58
N -3.260188 -1.038218 -0.266682 3.34 -1.21 -7.48
H -2.470761 -1.345557 0.288260 -0.02 -0.01 -0.04
C -4.324259 -0.417916 0.139766 1.13 4.99 8.14
H -4.239682 -0.500969 1.309348 -1.22 -0.29 -1.81
H -5.195601 -0.662613 -0.227872 -4.66 -1.37 -1.96
C -4.181495 1.353051 0.098820 -9.22 -5.52 -2.62
C -2.968811 1.468416 0.636367 5.87 7.55 -2.11
C -2.785435 1.854132 1.931773 4.78 -0.10 -7.05
C -1.556170 2.387575 2.163549 -4.47 -1.63 10.89
C -0.514859 2.651049 1.577534 6.80 3.35 -11.69
C -0.686187 2.710759 0.029612 -7.27 -3.63 4.51
C -2.016861 2.196483 -0.389702 4.32 -0.90 7.02
H -2.165269 1.952496 -1.342002 -0.85 -0.40 -4.06
H -0.027196 2.794332 -0.709827 3.00 1.16 -2.61
H 0.415599 3.114239 1.819313 0.29 -0.16 1.34
H -1.328927 2.446257 3.263360 -0.67 0.23 -0.33
H -3.458019 1.595052 2.530907 -5.22 -1.53 5.75
H -5.088986 1.628652 0.814650 1.78 -0.25 -1.87
H -4.469522 1.291862 -1.034921 1.05 1.57 2.16
N 1.528360 -0.698451 1.999726 0.37 -6.92 -4.67
C 0.531511 -0.606736 3.001478 -0.19 0.55 2.17
C 1.328451 -0.757739 4.425679 -17.19 -4.45 -3.07
H 0.390959 -0.428266 5.117065 2.47 -1.14 -0.60
O 1.804733 -1.933826 4.569498 0.89 -7.59 0.60
C 2.587378 -2.472236 3.411013 -7.63 0.23 -1.10
C 1.881782 -2.291318 1.950148 -0.94 -0.66 5.15
H 2.703346 -2.694243 1.328464 -0.83 0.85 -0.52
H 0.840684 -2.999457 1.991734 2.88 2.23 -0.69
H 2.666992 -3.463954 3.596361 1.23 -2.77 0.86
H 3.251076 -1.788282 3.444373 6.22 3.52 -0.40
H 2.000400 -0.231992 4.487179 11.89 11.55 0.89
H 0.350703 0.447386 2.860994 -1.44 0.47 0.70
H -0.411249 -1.305855 2.942550 1.86 1.32 -0.05
N 2.735396 0.922265 0.600275 -6.69 0.67 -3.94
H 3.344493 1.284977 0.143960 10.09 6.48 -5.98
H 2.883411 0.694085 1.430103 0.73 -3.15 8.95
H 2.301591 2.624385 -1.471729 -0.15 -2.45 -1.51
H 1.601038 2.121140 -2.798571 -4.60 3.81 -6.04
H 4.018803 1.794581 -3.288240 -1.60 -1.45 2.26
H 2.902606 -0.909023 -3.100125 -2.20 -4.58 2.28
H 2.553700 0.194050 -4.298832 -4.85 2.00 -5.04
H 4.273034 -1.113141 -4.876231 -2.60 -7.55 -7.47
H 5.178202 -0.968341 -3.611366 1.36 -0.40 1.47
H 4.971350 0.320088 -4.846090 0.07 0.06 0.59

(2)
15
Properties=species:S:1:pos:R:3:forces:R:3 method="wB97M-V/def2-TZVPD" e_homo_ev=-9.546 total_charge=0 relative_energy_ev=9.9359
C 0.274353 -0.589598 -0.586969 -0.47 0.55 -0.07
N 1.507135 -0.438737 -1.334389 0.03 -0.28 1.21
O 0.546346 -0.695460 0.777596 0.48 -0.52 -1.12
H -0.263921 -1.488461 -0.907885 -0.34 0.09 0.06
H -0.340765 0.295422 -0.785532 -0.02 -0.24 -0.07
H 2.065286 0.308405 -0.880719 0.08 -0.34 -0.26
H 1.110248 0.132829 1.054934 0.37 1.36 0.46
H -2.278924 1.205245 1.614129 -0.29 -0.11 0.19
O -1.661324 0.973116 0.922147 0.52 0.36 -0.28
H 2.001203 -1.317481 -1.449821 0.21 0.11 -0.32
H 2.375624 1.849493 1.318333 -0.31 -0.29 0.00
O 2.016394 1.190928 0.703742 -0.06 -0.28 0.08
H -2.047594 0.296207 0.268875 -0.23 -0.37 0.27
H -3.312082 -0.853393 -0.924926 -0.17 0.07 0.04
O -2.379277 -0.700242 -0.738793 0.20 -0.09 -0.19

(3)
27
Properties=species:S:1:pos:R:3:forces:R:3 method="wB97M-V/def2-TZVPD" e_homo_ev="-8.174 / -8.632" total_charge=0 spin_multiplicity=6 s_squared=8.76 relative_energy_ev=0.5278
Mn 0.576967 0.353223 -0.695669 1.56 0.81 -1.42
Br -0.185133 0.737963 -3.004579 -0.09 -0.08 -0.15
Br 2.847397 0.902813 0.235511 -0.07 -0.06 0.06
C 1.874077 -2.389227 -1.759179 1.76 -0.61 0.51
O 1.079007 -1.709767 -0.796379 -0.71 -0.86 -1.03
C -0.115093 -2.396757 -0.469469 0.67 -1.77 0.05
C -0.612753 -1.786837 0.765371 -2.12 0.25 1.00
N -1.024593 -0.422067 0.439781 -0.14 1.22 1.41
C -1.033993 0.455293 1.610721 0.21 1.25 1.26
C -1.103083 1.955683 1.243271 -0.39 -2.19 -1.52
O -0.220103 2.077123 0.127611 0.30 2.96 1.40
C 0.084377 3.492343 -0.060979 0.14 -0.23 -1.18
H 2.799187 -1.819277 -1.845249 -0.27 0.27 -0.27
H 1.496087 -2.674107 -2.741049 -0.83 0.81 0.08
H 2.201997 -3.331627 -1.320499 -0.11 -0.23 0.28
H 0.117167 -3.438677 -0.249129 0.23 -0.26 -0.08
H -0.867153 -2.433747 -1.257589 0.08 0.50 -0.33
H 0.067547 -1.838067 1.615471 0.35 0.31 -0.34
H -1.542173 -2.237217 1.113841 0.16 -0.89 0.03
H -1.997183 -0.412987 0.167611 0.05 -0.29 -0.87
H -0.122083 0.344433 2.197451 0.10 -0.41 -0.12
H -1.888853 0.253973 2.256311 -0.04 -0.23 0.26
H -0.846543 2.597453 2.086141 -0.09 0.00 -0.16
H -2.088483 2.107323 0.802711 -0.38 0.70 0.55
H -0.810803 3.982773 -0.443369 -0.15 0.04 0.22
H 0.842947 3.617053 -0.833719 -0.01 -0.52 0.01
H 0.471267 4.012923 0.815041 -0.20 -0.50 0.36

(4)
97
Properties=species:S:1:pos:R:3:forces:R:3 method="wB97M-V/def2-TZVPD" e_homo_ev=-6.679 total_charge=-1
N -0.026192 0.424560 0.080164 -1.21 -0.43 5.11
O -1.160965 -0.095287 0.110725 -0.33 0.62 -1.63
O 0.931993 -0.393148 0.299978 0.35 1.39 -1.37
O 0.066020 1.656368 0.300386 0.65 -1.00 -1.38
C 3.588634 0.484917 -3.423891 -0.07 -1.32 0.01
C 2.837780 0.869311 -2.155848 -0.76 3.29 -4.68
O 1.543617 0.337387 -2.278627 -0.60 -0.80 1.03
H 4.626861 0.713240 -3.500488 0.87 0.82 0.56
H 3.145328 0.917282 -4.322083 -0.34 -0.25 0.12
H 3.627861 -0.617573 -3.473171 -0.50 0.30 -0.33
H 2.763446 2.003179 -2.176174 0.18 -1.10 0.59
H 3.252288 0.530807 -1.316255 1.98 -1.12 3.41
H 1.319232 0.089585 -1.350724 0.18 -0.30 -0.97
C -0.857582 0.020243 3.557939 0.77 1.52 -0.28
C -1.551536 0.030673 4.912395 0.23 -0.26 0.04
O -1.239868 1.090153 5.760490 0.37 1.60 0.58
H 0.278739 0.249478 3.511783 -1.91 -0.35 0.71
H -1.381368 0.760718 2.929075 0.44 -0.36 -0.18
H -1.000097 -0.964022 3.164118 -0.14 -0.61 -0.64
H -1.162694 -0.802611 5.461067 -0.17 -0.84 0.34
H -2.657063 -0.034776 4.859698 0.48 -0.35 -0.50
H -1.567023 1.935864 5.422080 0.06 -0.38 -0.07
C -1.678025 -2.089632 -2.336096 -0.39 -0.05 -1.34
C -2.791493 -1.175923 -2.959359 4.22 -0.19 0.01
O -3.205608 -0.292794 -1.994572 -1.02 1.17 -0.11
H -0.745080 -1.556193 -2.201553 0.22 0.35 -0.20
H -1.541098 -2.833002 -3.116489 0.53 -0.49 0.12
H -1.843311 -2.590009 -1.376978 -0.71 0.16 -0.43
H -3.534980 -1.789863 -3.325082 -2.02 -0.98 -0.63
H -2.325392 -0.618903 -3.810198 -0.48 -0.56 0.37
H -2.386425 0.132817 -1.775246 0.46 0.97 0.82
C 2.527312 -3.477657 -2.794405 -0.25 -0.06 -1.50
C 1.974549 -3.109055 -1.494309 1.19 -1.79 0.86
O 2.095488 -4.237030 -0.631333 0.62 -0.03 -0.81
H 2.372143 -2.564073 -3.374854 -0.13 -0.48 -0.86
H 2.138903 -4.434575 -3.212769 -0.10 0.98 0.09
H 3.579292 -3.580612 -2.704807 1.15 -0.29 0.07
H 0.969584 -2.828149 -1.572682 -1.57 0.69 0.00
H 2.602150 -2.321582 -1.134810 0.10 1.05 0.58
H 1.436597 -4.061706 0.022617 -0.54 -0.35 0.82
C 3.805350 -2.021378 2.268297 0.30 1.63 -0.54
C 4.024630 -0.462840 2.436589 -0.84 -0.87 2.34
O 2.777584 0.187140 2.881798 2.17 -0.94 1.48
H 4.637716 -2.699672 2.335748 0.88 0.26 0.29
H 3.449894 -2.182752 1.271159 -0.52 -0.12 -0.73
H 3.070574 -2.389462 2.942798 -0.68 0.00 0.77
H 4.390736 -0.000033 1.567450 0.24 0.43 -1.53
H 4.812328 -0.198618 3.213090 -1.22 -0.52 -0.56
H 2.135103 0.356171 2.218694 -0.42 -0.15 -1.57
C -4.950765 -2.857241 -0.145042 -6.80 -5.95 1.33
O -6.015265 -3.763475 -0.063787 5.47 3.62 0.30
N -3.941887 -2.766493 0.684106 0.79 -0.11 2.87
N -4.965983 -2.006516 -1.074959 0.73 2.58 -6.98
H -4.121009 -3.327159 1.513965 0.48 0.40 0.16
H -3.388564 -1.880981 0.751687 -1.73 -0.92 -0.10
H -5.412807 -2.453834 -1.923198 0.14 1.21 1.48
H -4.081120 -1.439108 -1.361809 -2.24 -0.82 1.52
C 1.392150 5.177079 0.389084 4.78 6.73 -0.25
O 2.176123 6.287173 0.191938 -3.67 -4.90 0.37
N 0.874569 4.966987 1.574721 -1.31 -0.56 3.85
N 1.166598 4.245125 -0.489492 -0.53 -2.44 -4.73
H 1.070700 5.516407 2.436607 0.15 -0.45 -1.73
H 0.413599 4.079200 1.760116 0.06 0.39 -0.16
H 1.165044 4.447867 -1.536135 0.44 -0.06 2.35
H 0.767084 3.303744 -0.300106 0.32 1.25 0.21
C -0.551465 -3.655489 1.415572 -5.35 -5.87 2.11
O -1.069563 -4.925879 1.930626 3.10 6.81 -2.77
N -1.356773 -2.760990 0.839542 -0.84 -3.03 1.30
N 0.695363 -3.301669 1.443042 2.83 -0.31 1.10
H -2.340037 -3.008030 0.815169 1.00 -0.47 -0.30
H -1.086854 -1.867739 0.589462 0.90 1.99 -0.62
H 1.003998 -2.358154 1.284825 -0.14 0.27 -0.13
H 1.331184 -3.923208 1.903526 0.15 -0.07 0.36
C -0.632112 1.671133 -4.359585 -1.27 1.32 1.13
O -0.356288 1.946060 -2.957106 -0.79 -0.14 -1.06
H 0.259293 1.849551 -4.875137 1.36 0.10 -1.23
H -1.433289 2.312796 -4.832975 0.83 -0.17 1.12
H -0.986895 0.681978 -4.537909 0.03 -1.03 0.08
H 0.419521 1.372003 -2.729215 -0.47 0.25 -0.15
C -2.087861 4.166379 -0.793675 1.40 0.03 0.01
O -2.723055 2.993119 -0.329052 -0.81 0.28 -0.78
H -1.124742 3.987741 -1.411787 -1.75 0.06 0.94
H -1.835212 4.733245 0.122020 0.17 0.40 -0.67
H -2.791804 4.723429 -1.412496 0.01 -0.02 0.12
H -2.047532 2.397625 -0.048994 0.86 -0.71 0.30
C 3.535137 2.828377 1.663479 0.17 1.28 -2.66
O 4.227003 2.953937 0.352016 0.52 -1.07 1.50
H 3.311517 3.850421 1.944699 0.03 0.02 0.72
H 4.094317 2.267357 2.391726 0.43 0.02 -0.09
H 2.615516 2.334266 1.421419 -0.66 -0.42 0.36
H 3.825031 3.665256 -0.139192 -0.39 0.43 0.02
C -3.987387 0.152059 2.022408 -0.73 -0.87 -0.17
O -3.981527 0.373901 0.627687 2.51 -0.76 -0.48
H -3.733416 -0.898152 2.362216 0.89 1.20 -0.29
H -5.009523 0.127717 2.348424 -0.80 0.68 0.07
H -3.468514 0.994215 2.444445 0.38 -0.16 1.04
H -2.988432 0.421007 0.381793 -2.40 0.06 0.32

(5)
60
Properties=species:S:1:pos:R:3:forces:R:3 method="wB97M-V/def2-TZVPD" e_homo_ev=-9.357 total_charge=0 smiles="CC[C@@H](C)NS(=O)(=O)c1ccc(S(=O)(=O)N2CCCC3(CCCCC3)C2)cc1"
C -5.660025 -1.129495 1.873264 0.28 0.11 -0.01
C -4.351495 -0.361353 2.016590 -0.37 0.09 0.07
C -4.521025 1.009461 2.677805 -0.43 -0.53 -0.21
C -5.060503 0.916653 4.099905 0.22 0.10 -0.32
N -3.209320 1.647790 2.708827 0.40 0.39 -0.51
S -2.572258 2.156252 1.253202 0.18 0.11 0.29
O -1.724550 3.274270 1.552320 0.10 -0.11 0.22
O -3.594647 2.311129 0.258256 0.01 -0.35 0.04
C -1.516794 0.782922 0.796325 -0.34 0.32 -0.03
C -1.636666 0.204556 -0.452370 -0.06 0.11 0.00
C -0.781858 -0.830175 -0.799785 0.04 -0.06 -0.05
C 0.174499 -1.249191 0.105708 0.21 -0.52 -0.28
S 1.332164 -2.544936 -0.375168 0.15 0.03 0.07
O 0.902848 -3.054339 -1.644150 -0.04 0.31 -0.08
O 1.453588 -3.432830 0.743587 0.04 0.28 0.13
N 2.782062 -1.812145 -0.588533 -0.88 -0.51 0.10
C 3.661030 -1.555667 0.520846 0.11 0.19 0.68
C 3.864930 -0.052902 0.700719 0.17 -0.16 -0.18
C 4.362967 0.548636 -0.612486 -0.26 -0.02 0.05
C 3.416576 0.268869 -1.796269 0.29 0.15 0.10
C 2.109431 1.055826 -1.626757 -0.08 -0.26 -0.07
C 1.206954 0.990652 -2.856145 0.12 0.31 0.04
C 1.943742 1.486193 -4.095391 -0.10 -0.32 -0.04
C 3.206084 0.660283 -4.313896 0.08 0.31 0.04
C 4.109944 0.735703 -3.086856 -0.18 -0.27 -0.02
C 3.175441 -1.252374 -1.853941 -0.11 0.29 -0.61
C 0.274660 -0.686104 1.366161 -0.05 0.13 0.16
C -0.579088 0.347880 1.714054 0.24 -0.11 0.03
H -6.401441 -0.520741 1.361475 -0.16 0.02 -0.07
H -5.495222 -2.031575 1.289602 -0.07 -0.09 -0.04
H -6.055948 -1.421990 2.841874 -0.10 -0.06 0.07
H -3.633436 -0.945756 2.595804 0.10 0.02 0.00
H -3.928494 -0.195756 1.025262 -0.01 -0.15 0.01
H -5.205117 1.610974 2.060663 0.03 -0.12 0.13
H -6.063730 0.502318 4.095008 -0.08 -0.02 0.03
H -5.103049 1.904398 4.553999 -0.05 0.10 0.10
H -4.415815 0.282116 4.703083 0.06 -0.09 0.12
H -3.147082 2.402255 3.376355 0.15 0.26 0.01
H -2.393744 0.572871 -1.127015 -0.08 -0.03 -0.13
H -0.841008 -1.324398 -1.756047 -0.07 0.02 -0.14
H 3.221011 -2.027160 1.398872 0.22 0.02 0.07
H 4.629686 -2.034347 0.322501 -0.08 -0.03 0.03
H 2.927164 0.418731 0.997448 -0.03 0.00 0.08
H 4.597939 0.124043 1.489439 -0.04 0.01 0.06
H 4.492251 1.626800 -0.497399 0.06 0.04 -0.08
H 5.342166 0.120069 -0.842159 0.12 0.01 -0.04
H 1.560801 0.685990 -0.760235 0.03 0.12 0.09
H 2.361197 2.102390 -1.436138 0.02 0.06 0.08
H 0.873610 -0.035084 -3.020596 -0.11 -0.08 -0.04
H 0.319566 1.601522 -2.676511 -0.07 -0.08 0.00
H 1.294268 1.416245 -4.969718 -0.01 0.09 -0.03
H 2.215092 2.535979 -3.962160 0.00 0.09 -0.02
H 2.934938 -0.377108 -4.514247 -0.02 -0.09 -0.10
H 3.750228 1.034878 -5.183540 0.00 -0.10 -0.05
H 5.008560 0.137909 -3.255834 0.11 0.02 0.06
H 4.425812 1.773064 -2.949842 0.07 0.05 0.05
H 2.392121 -1.518378 -2.560171 0.18 0.05 -0.20
H 4.105308 -1.742305 -2.174590 -0.05 0.00 -0.01
H 1.007352 -1.068891 2.058428 0.06 0.02 0.17
H -0.531255 0.825862 2.678927 0.08 -0.04 0.17

(6)
36
Properties=species:S:1:pos:R:3:forces:R:3 method="wB97M-V/def2-TZVPD" e_homo_ev="-15.020 / -16.348" total_charge=+2 spin_multiplicity=3 s_squared=2.01 relative_energy_ev=0.3684
W 0.123344 -0.604882 -0.464421 0.11 0.58 -0.21
O -4.357361 -2.590309 2.190225 0.00 -0.01 -0.07
C -3.174106 -2.071386 1.930310 0.00 0.05 0.06
C -2.240465 -1.765957 2.954775 -0.01 0.00 -0.01
C -1.023399 -1.225302 2.647739 0.03 -0.01 -0.10
N -0.749693 -0.980621 1.348670 -0.03 -0.18 -0.07
C -1.614855 -1.279971 0.364847 -0.45 0.04 0.23
Br 0.216738 -1.790254 -2.531632 0.01 -0.12 -0.12
C -2.854970 -1.826925 0.588591 0.17 0.04 -0.01
H -4.515607 -2.735588 3.133529 0.00 -0.01 0.00
H -2.495980 -1.966661 3.987265 0.03 0.01 0.02
H -0.275193 -0.978493 3.387366 -0.03 0.00 0.03
H -3.548275 -2.069006 -0.203337 -0.02 0.00 0.01
N 3.999693 -1.419679 1.019812 -0.11 0.04 0.02
C 3.764647 -2.662846 0.483704 0.01 -0.02 -0.07
C 2.529918 -2.607320 -0.068065 0.00 -0.09 -0.01
N 2.005056 -1.338169 0.148709 0.38 0.05 0.14
C 2.932514 -0.652072 0.816351 0.06 0.06 0.06
H 4.845886 -1.127296 1.488034 -0.01 0.00 0.00
H 4.490830 -3.454243 0.533525 -0.01 -0.03 -0.03
H 1.987319 -3.365582 -0.604815 0.02 0.00 0.02
H 2.857108 0.371890 1.143497 -0.03 -0.01 -0.02
C 0.667371 3.511952 -0.841068 0.00 0.00 -0.01
C -0.169362 2.397007 -1.467405 0.22 -0.02 -0.07
C 0.342194 2.190580 -3.002473 -0.11 0.15 -0.02
C -1.666077 2.676063 -1.496418 -0.17 0.11 -0.05
N 0.142658 1.147213 -0.969019 -0.20 -0.47 0.26
H 0.480888 4.448027 -1.364216 -0.02 -0.01 -0.03
H 1.730614 3.286501 -0.900711 0.01 0.00 0.03
H 0.379627 3.646311 0.201746 0.01 -0.03 0.01
H 0.142881 3.169747 -3.439266 0.01 -0.02 -0.03
H -0.249035 1.419661 -3.486380 0.01 -0.02 0.00
H 1.403493 1.967415 -3.028978 0.01 -0.02 0.03
H -1.841951 3.624637 -2.002534 -0.01 -0.02 -0.01
H -2.051086 2.762928 -0.479406 0.05 -0.02 0.01
H -2.215367 1.892632 -2.018551 0.05 -0.01 0.01